Computed, not measured: C51H71GeN5P3PdS as an isolated structure, with wB97M-V/def2-TZVPD.

The value obtained for the total energy is -5886.8501 a.u. The multiplicity is 2. As for the total charge: 0. As for the HOMO-LUMO gap (alpha / beta): 4.988 / 7.097 eV. For the lowest unoccupied orbital energy (alpha / beta), the calculation gives 0.365 / 0.353 eV. The calculation puts the energy relative to the best compared isomer or geometry (same formula, charge and spin) at 4.1 kcal per mole. The largest force on an atom is 0.410 eV/A.

Structure (XYZ):
```
133
Properties=species:S:1:pos:R:3:forces:R:3:lowdin_charge:R:1
Pd 0.0195 -0.3253 -0.0961 0.0 -0.1 0.2 0.07
Ge 0.1693 1.2917 1.6874 0.0 -0.2 -0.2 0.87
S -0.3381 -2.0264 -3.6824 0.1 0.2 0.2 0.97
P 0.7168 -1.9607 1.5211 -0.1 0.3 -0.1 0.95
P 1.6657 1.0706 -1.1956 -0.4 0.0 0.0 0.97
P -2.3013 0.3289 -0.1196 0.3 0.0 0.0 0.96
N -1.6294 1.8349 2.1203 -0.2 0.1 0.1 -0.15
N 0.4255 2.8124 3.3805 0.0 0.1 0.2 -0.07
N 1.0948 2.8102 0.9004 0.2 0.1 -0.1 -0.15
N -0.2159 -2.0005 -2.1143 0.1 -0.2 -0.1 -0.36
N 1.1277 0.3389 3.0959 0.0 -0.2 0.2 -0.15
C 1.6009 2.6998 -3.6239 0.0 0.0 0.0 -0.11
C 1.9923 -3.2630 1.1602 0.0 0.0 0.1 -0.55
C 0.6968 -3.6263 -5.6932 0.1 0.0 0.0 -0.08
C 1.6231 -1.0008 2.8391 0.1 -0.1 0.0 -0.36
C -0.0155 2.5157 5.7937 0.0 -0.1 0.2 -0.02
C 3.6703 4.6338 3.6605 0.0 0.0 0.0 -0.10
C -2.9871 5.1762 3.0621 0.0 0.0 0.0 -0.10
C 2.6614 -4.6927 -4.0388 0.0 0.0 0.1 -0.07
C 1.9678 3.4966 1.7116 0.1 0.1 0.0 -0.24
C 0.4029 2.0276 4.5799 0.0 -0.1 -0.1 -0.18
C 1.6842 3.4369 3.0895 0.0 -0.1 -0.2 -0.18
C 3.0700 -2.6844 0.2485 0.1 0.1 -0.1 -0.13
C 2.5166 3.9578 4.0486 0.1 0.1 0.0 -0.02
C -1.5684 -1.9260 3.0932 -0.1 0.2 0.0 -0.12
C 1.4447 1.2978 -3.0344 -0.1 0.0 0.0 -0.54
C 4.4148 1.9282 -1.5807 -0.1 0.1 0.0 -0.10
C -2.2513 -4.0347 -3.7939 0.0 0.1 0.0 -0.08
C -3.5843 -1.9052 -1.2719 0.0 0.0 0.0 -0.13
C -1.8828 -2.7588 -4.2017 -0.1 0.0 -0.1 -0.42
C 0.9391 -0.0808 5.5521 0.0 0.0 -0.1 -0.03
C 2.5926 -5.0685 -5.3683 0.0 0.0 -0.1 -0.08
C 2.3146 0.2921 -3.7854 0.0 -0.1 0.0 -0.14
C -1.8161 3.1001 2.6310 -0.1 0.1 0.0 -0.22
C -3.5094 -4.5105 -4.1143 0.0 0.0 0.0 -0.07
C -2.9858 3.8693 2.5931 0.0 -0.1 0.0 -0.03
C 1.2969 2.7720 -0.5374 -0.1 0.1 0.0 -0.36
C 3.1046 4.2250 1.3419 -0.1 -0.1 0.0 -0.04
C 0.0029 -3.7767 3.6601 0.0 0.0 0.0 -0.11
C -0.6980 3.6952 3.2389 -0.1 -0.1 -0.1 -0.18
C -3.5976 2.7609 -1.1857 0.0 0.0 0.0 -0.10
C -2.5182 1.1217 -2.7606 0.0 0.0 -0.1 -0.13
C -2.7487 -1.9627 -4.9317 -0.1 -0.1 0.0 -0.10
C -1.8481 5.7614 3.5850 0.0 0.0 0.0 -0.10
C 1.3489 -4.4831 0.5056 -0.1 0.0 0.0 -0.12
C 3.8115 0.7482 0.5259 0.0 0.0 0.1 -0.12
C -4.0092 -2.4493 -5.2580 0.0 0.0 0.0 -0.07
C 3.4947 0.8794 -0.9608 0.1 -0.1 -0.1 -0.53
C 0.5384 0.4189 6.7837 0.0 0.0 0.1 -0.10
C 0.0435 1.7026 6.9211 0.0 0.0 0.0 -0.10
C -2.5045 1.7093 -1.3525 0.1 0.1 0.0 -0.53
C -4.3876 -3.7157 -4.8441 0.0 0.0 0.0 -0.07
C -3.7748 -0.8011 -0.2372 0.0 -0.1 0.2 -0.53
C 0.7682 -3.2656 -4.3535 0.1 -0.1 0.0 -0.39
C -5.1497 -0.1562 -0.3877 0.0 0.0 0.0 -0.11
C -2.7365 1.1542 1.4903 -0.2 0.0 0.0 -0.38
C 1.6119 -4.5317 -6.1968 0.1 -0.1 0.0 -0.07
C 0.8513 0.7069 4.3957 0.0 0.0 0.1 -0.23
C -0.5350 -2.8934 2.5337 0.0 -0.2 0.0 -0.55
C -0.6903 4.9954 3.6792 -0.1 0.2 0.0 -0.02
C 3.9330 4.7786 2.3103 0.0 0.0 0.0 -0.10
C 1.7456 -3.7830 -3.5225 0.0 0.0 0.0 -0.08
H 1.7906 -3.4609 -2.4880 0.0 0.0 0.0 0.08
H 4.1983 2.9242 -1.1939 0.0 0.0 0.0 0.06
H 0.3716 3.0668 -1.0493 0.0 0.0 0.1 0.07
H 4.3343 5.0507 4.4021 0.1 0.0 0.0 0.09
H 0.3965 0.9976 -3.1724 0.1 0.0 0.0 0.06
H -3.8098 -5.4993 -3.7984 0.0 0.0 0.0 0.11
H 2.4559 -3.5631 2.1074 0.0 -0.1 0.0 0.11
H 0.7706 -4.4768 3.3372 0.1 0.0 -0.1 0.06
H -0.2798 2.0742 7.8814 0.0 0.0 0.1 0.09
H 1.4572 2.6595 -4.7061 0.0 0.0 0.0 0.08
H -3.1549 0.3779 2.1438 0.0 0.0 0.0 0.08
H 1.9827 0.1941 -4.8204 0.0 0.0 0.0 0.08
H -3.9055 5.7451 3.0070 0.0 0.0 0.0 0.10
H -2.3361 1.9003 -3.5053 0.0 0.0 0.0 0.08
H 5.4508 1.7078 -1.3178 0.1 0.0 0.0 0.08
H 0.7737 -4.1922 -0.3778 0.0 0.0 0.0 0.05
H -5.9312 -0.9014 -0.2277 0.0 0.0 0.0 0.08
H 3.0869 0.1166 1.0349 0.0 0.0 -0.1 0.01
H 3.3648 4.3516 0.3023 0.0 0.0 0.0 0.08
H -1.0373 -3.5350 1.7991 0.0 0.0 0.0 0.10
H -4.5999 2.3511 -1.2949 0.0 0.0 0.0 0.06
H -0.3732 -2.9287 -1.7148 0.0 0.1 0.0 -0.03
H -5.2838 0.2370 -1.3956 0.0 0.0 -0.1 0.07
H 3.4270 -5.1041 -3.3962 0.0 0.0 0.0 0.11
H -3.6863 -1.5212 -2.2876 0.0 0.0 0.0 0.06
H -2.5971 -2.3596 -1.1932 0.0 0.0 0.0 0.04
H -3.4891 0.6764 -2.9852 -0.1 0.0 0.0 0.07
H 3.3017 -5.7822 -5.7644 0.0 0.0 0.0 0.10
H 0.2189 5.4076 4.0981 0.0 0.0 0.0 0.12
H 0.4143 -3.1755 4.4698 0.0 0.1 0.1 0.06
H 0.8660 3.3974 -3.2286 -0.1 0.0 0.1 0.06
H -2.4495 -0.9667 -5.2256 0.0 0.1 0.0 0.11
H 3.6393 -3.4884 -0.2215 0.1 -0.1 0.0 0.07
H 1.5639 -4.8229 -7.2356 0.0 0.0 -0.1 0.11
H -1.7592 0.3453 -2.8773 0.0 0.0 0.0 0.02
H 3.7031 -0.0882 -1.4379 0.0 0.1 0.1 0.09
H -0.8102 -4.3625 4.0928 -0.1 0.0 0.0 0.08
H -2.3999 -2.4765 3.5376 0.0 0.0 0.0 0.09
H 0.6743 -5.0129 1.1736 -0.1 0.0 0.1 0.06
H 4.8063 0.3193 0.6654 0.0 0.0 0.0 0.09
H -3.5356 3.2703 -0.2254 0.0 0.0 0.0 0.06
H -5.3222 0.6568 0.3157 0.0 0.0 0.1 0.07
H -3.9040 3.4608 2.1982 0.0 0.0 0.0 0.09
H -1.1351 -1.2925 3.8713 0.0 0.0 0.0 0.08
H 0.6136 -0.2238 7.6510 0.0 0.0 0.0 0.10
H -3.4758 3.5262 -1.9552 0.0 0.0 0.0 0.08
H 3.3590 0.6040 -3.8057 0.0 0.0 0.0 0.06
H 2.0451 3.4954 -0.8576 0.1 0.0 0.0 0.07
H -0.3883 3.5287 5.8591 0.0 0.0 0.0 0.12
H -4.6929 -1.8360 -5.8278 0.0 0.0 0.0 0.11
H 1.3175 -1.0909 5.5079 0.0 0.0 0.0 0.09
H 2.1128 -5.1888 0.1776 0.1 0.0 0.0 0.08
H 2.6744 -0.9800 2.5230 -0.1 0.0 0.0 0.07
H -0.0667 -3.2088 -6.3339 -0.1 0.0 0.0 0.11
H 2.2829 -0.6955 -3.3260 -0.1 -0.1 0.0 0.05
H 4.8098 5.3245 1.9897 0.1 0.0 0.0 0.10
H -1.5611 -4.6461 -3.2263 0.0 0.0 0.0 0.12
H 3.7756 -2.0588 0.7922 0.0 0.0 0.0 0.06
H 2.5848 3.1255 -3.4445 0.2 0.0 0.0 0.06
H 1.6198 -1.6065 3.7434 -0.1 0.0 0.0 0.06
H -1.8578 6.7838 3.9294 0.0 0.1 0.0 0.09
H 2.6212 -2.0696 -0.5415 0.0 -0.1 0.0 0.04
H -4.3430 -2.6788 -1.1399 0.0 0.0 0.0 0.08
H -1.5446 2.2273 -1.2186 -0.1 -0.1 0.0 0.07
H -3.7379 -1.2807 0.7523 0.0 0.0 -0.1 0.09
H -5.3723 -4.0903 -5.0877 0.0 0.0 0.0 0.11
H 4.3561 1.9637 -2.6647 0.0 0.0 -0.1 0.05
H -1.9615 -1.2718 2.3128 0.1 -0.1 0.1 0.02
H 2.2597 3.8416 5.0933 0.0 0.0 0.0 0.12
H 3.8011 1.7218 1.0182 0.0 0.0 0.0 0.07
H -3.5597 1.8397 1.2857 0.1 0.0 0.0 0.05
```
Positions in Å, forces in eV/Å.